Molecular formula: C4H11N2
Method: DFT, ωB97M-V/def2-TZVPD

Element x y z (Å)
C (1.93160, -1.64277, 0.79538)
N (0.96539, -1.81713, -0.00878)
H (2.29093, -0.63445, 0.96393)
H (2.38269, -2.50616, 1.26972)
H (0.60374, -2.77006, -0.12142)
H (0.43935, -0.91863, -0.46818)
C (-1.00323, 0.94908, 1.23496)
C (-1.40798, 0.61132, -0.19003)
C (0.13765, 1.12405, -1.88161)
N (-0.23069, 0.28155, -1.01445)
H (-1.87683, 1.25163, 1.80721)
H (-0.47638, 0.13434, 1.73012)
H (-0.32442, 1.80746, 1.24639)
H (-1.93140, 1.44196, -0.66705)
H (-2.09104, -0.23920, -0.18346)
H (-0.42338, 2.04117, -2.04279)
H (1.01400, 0.88582, -2.46994)

The spin multiplicity is 1. As for the HOMO energy: -14.88 eV. The net charge is +1. The HOMO-LUMO gap comes out at 0.383 Eh.


Molecular formula: C4H11N2
Method: DFT, ωB97M-V/def2-TZVPD

Element x y z (Å)
C (-2.16609, -0.43105, -0.14355)
C (-2.14651, -1.06973, 1.04818)
H (-2.04266, -0.91276, -1.11694)
H (-2.14607, 0.69327, -0.13191)
H (-1.82908, -2.08988, 1.19410)
H (-2.32290, -0.49073, 1.98078)
C (1.46984, 0.65076, 0.50717)
C (1.33090, 0.08786, -0.72890)
N (0.40167, 0.75353, -1.69555)
N (2.14656, 0.00406, 1.53975)
H (1.10516, 1.66502, 0.72163)
H (1.68573, -0.85865, -0.99577)
H (-0.22646, 0.10249, -2.11625)
H (-0.16660, 1.44443, -1.21563)
H (0.90938, 1.26835, -2.47817)
H (2.44222, -0.95860, 1.28415)
H (1.55491, 0.14163, 2.34690)

The spin multiplicity is 1. As for the HOMO energy: -13.29 eV. The net charge is +1. The HOMO-LUMO gap comes out at 0.358 Eh.


Molecular formula: C4H11N2
Method: DFT, ωB97M-V/def2-TZVPD

Element x y z (Å)
C (-0.48417, 1.85114, -1.10350)
C (-0.58155, 1.25824, 0.26802)
C (0.72661, 0.66423, 0.74392)
N (1.05643, -0.50133, -0.14098)
C (0.01794, -1.64946, -0.17722)
N (-0.70253, -2.60281, 0.52672)
H (-1.46310, 2.13625, -1.51833)
H (0.40261, 2.52059, -1.09681)
H (-0.34270, 0.97868, -1.72017)
H (-1.21210, 0.35968, 0.25011)
H (-0.92777, 1.91720, 1.07258)
H (0.79273, 0.48164, 1.82976)
H (1.58317, 1.25173, 0.40142)
H (2.00752, -0.81679, -0.01840)
H (-0.10577, -1.94767, -1.20686)
H (-0.50999, -2.39368, 1.52565)
H (-0.25733, -3.50765, 0.36411)

The spin multiplicity is 1. The SMILES is CCCNC=[NH2+]. As for the HOMO energy: -14.95 eV. The net charge is +1. The HOMO-LUMO gap comes out at 0.303 Eh.


Molecular formula: C4H11N2
Method: DFT, ωB97M-V/def2-TZVPD

Element x y z (Å)
C (-1.70486, -1.22991, 0.29790)
C (0.77836, 0.07292, -0.61863)
C (1.28276, 1.07378, 0.37167)
C (-1.58321, 0.96041, -0.50321)
N (-0.92083, -0.27509, -0.13414)
N (1.48572, -1.23452, -0.33635)
H (-2.77343, -1.09174, 0.31931)
H (-1.29564, -2.17520, 0.62188)
H (0.78195, 2.02904, 0.25426)
H (2.33388, 1.24148, 0.12984)
H (1.21586, 0.75600, 1.41753)
H (-2.64763, 0.81243, -0.67986)
H (-1.47159, 1.68181, 0.30932)
H (-1.11178, 1.37137, -1.39361)
H (1.00644, -2.00737, -0.80966)
H (1.61085, -1.45273, 0.66765)
H (2.41341, -1.13008, -0.76485)

The spin multiplicity is 1. As for the HOMO energy: -12.56 eV. The net charge is +1. The HOMO-LUMO gap comes out at 0.318 Eh.


Molecular formula: C4H11N2
Method: DFT, ωB97M-V/def2-TZVPD

Element x y z (Å)
C (-1.88845, -0.47093, 0.46035)
C (-0.45679, -1.08846, 0.11428)
C (0.38732, 0.09782, 0.32127)
C (1.34894, 0.39906, -0.59030)
N (2.65015, 0.83574, -0.04570)
N (-2.13677, 0.58641, -0.37978)
H (-1.96434, -0.39048, 1.54241)
H (-2.50514, -1.40928, 0.31133)
H (-0.47086, -1.52249, -0.82790)
H (-0.41186, -2.04245, 0.68571)
H (0.09302, 0.74536, 1.26705)
H (1.40854, 0.17795, -1.64922)
H (3.33797, 1.04019, -0.83487)
H (2.70529, 1.62807, 0.63701)
H (3.02105, 0.12652, 0.56394)
H (-2.04957, 0.28009, -1.35779)
H (-3.06848, 1.00687, -0.21780)

The spin multiplicity is 1. The SMILES is NCC/C=C/[NH3+]. As for the HOMO energy: -12.50 eV. The net charge is +1. The HOMO-LUMO gap comes out at 0.311 Eh.


Molecular formula: C4H11N2O
Method: DFT, ωB97M-V/def2-TZVPD

Element x y z (Å)
C (-0.70145, 1.77894, -0.84055)
O (-0.07473, 2.67546, -0.11565)
C (0.08568, 0.38542, -0.93525)
C (0.18334, -0.18608, 0.49067)
C (-0.10433, -1.68636, 0.64870)
N (-0.47122, -2.05362, 2.03511)
N (1.43833, 0.66713, -1.44208)
H (-0.80768, 2.03107, -1.96056)
H (-1.72863, 1.49449, -0.47198)
H (-0.38683, -0.35722, -1.58549)
H (1.20888, -0.01562, 0.84307)
H (-0.40470, 0.39169, 1.20693)
H (-0.93479, -1.97878, 0.00425)
H (0.79496, -2.24478, 0.40449)
H (-1.41632, -1.73286, 2.23757)
H (0.18546, -1.63475, 2.68969)
H (1.30169, 1.07397, -2.36120)
H (1.83235, 1.39190, -0.84772)

The spin multiplicity is 1. The SMILES is NCC[C@H](N)C[O-]. As for the HOMO energy: -2.54 eV. The net charge is -1. The HOMO-LUMO gap comes out at 0.246 Eh.


Molecular formula: C4H11N2O
Method: DFT, ωB97M-V/def2-TZVPD

Element x y z (Å)
N (-1.78208, 0.59551, -2.05451)
C (-1.74848, -0.36304, -0.92826)
O (-1.67259, 0.28084, 0.25451)
H (-2.57617, 0.46377, -2.66306)
H (-1.85470, 1.53040, -1.62000)
H (-2.64852, -0.95921, -1.06246)
H (-0.95296, -1.16797, -1.13668)
C (1.36580, 0.56122, -0.77914)
C (1.63554, -0.20259, 0.47566)
C (0.87945, -0.04443, 1.58969)
N (0.87504, -0.85341, 2.76460)
H (0.30891, 0.91130, -0.77022)
H (2.05439, 1.40689, -0.90904)
H (1.48033, -0.00960, -1.71414)
H (2.38922, -0.98319, 0.47437)
H (0.01428, 0.63154, 1.51914)
H (0.46804, -0.44255, 3.59793)
H (1.76451, -1.35548, 2.96162)

The spin multiplicity is 1. As for the HOMO energy: -2.44 eV. The net charge is -1. The HOMO-LUMO gap comes out at 0.243 Eh.


Molecular formula: C4H11N2O
Method: DFT, ωB97M-V/def2-TZVPD

Element x y z (Å)
C (-0.45705, -0.96057, 0.98896)
O (-0.38875, -0.60760, -0.33193)
C (-0.92750, 0.14865, 1.89555)
N (-1.14568, -0.30239, 3.26974)
H (-1.17581, -1.82485, 1.07539)
H (0.55711, -1.32508, 1.32571)
H (-0.17133, 0.94305, 1.88957)
H (-1.83151, 0.52858, 1.40248)
H (-1.42889, 0.46084, 3.86646)
H (-1.82740, -1.04747, 3.34116)
C (0.71985, 1.45442, -2.21233)
C (1.55763, -0.67872, -2.59530)
N (1.23770, 0.42955, -3.11845)
H (1.61855, 1.92931, -1.78738)
H (0.20846, 0.95386, -1.36416)
H (0.25643, 2.25975, -2.77646)
H (2.01769, -1.40227, -3.26951)
H (1.18051, -0.95906, -1.59949)

The spin multiplicity is 1. As for the HOMO energy: -2.70 eV. The net charge is -1. The HOMO-LUMO gap comes out at 0.254 Eh.


Molecular formula: C4H11N2O
Method: DFT, ωB97M-V/def2-TZVPD

Element x y z (Å)
N (2.18480, -1.43416, 1.07087)
C (1.00430, -1.88943, 0.29412)
C (-0.22700, -0.99872, 0.58400)
N (-0.21564, 0.29441, 0.08130)
C (-1.32714, 0.83181, -0.74885)
C (-0.97007, 2.36859, -0.83184)
O (0.15604, 2.61120, -1.47232)
H (1.89962, -0.76065, 1.77115)
H (2.78157, -0.93068, 0.42520)
H (0.71463, -2.88686, 0.59492)
H (1.23348, -1.70329, -0.74501)
H (-0.98790, -1.66165, 0.14492)
H (-0.32997, -1.10094, 1.68489)
H (0.56427, 0.87401, -0.20035)
H (-1.37401, 0.24465, -1.67099)
H (-2.23414, 0.77342, -0.12125)
H (-0.91874, 2.54937, 0.27741)
H (-1.95410, 2.81893, -1.13819)

The spin multiplicity is 1. The SMILES is NCCNCC[O-]. As for the HOMO energy: -2.55 eV. The net charge is -1. The HOMO-LUMO gap comes out at 0.241 Eh.


Molecular formula: C4H11N2O
Method: DFT, ωB97M-V/def2-TZVPD

Element x y z (Å)
C (0.86184, -0.60800, -0.51335)
C (-0.07003, -1.46610, 0.37595)
C (-1.22354, -0.79543, 1.06861)
N (-0.92969, 0.38821, 1.96069)
N (0.14750, 0.25302, -1.46699)
C (0.84463, 1.59845, -1.50883)
O (0.45440, 2.31550, -0.37066)
H (1.29312, 0.05184, 0.27047)
H (1.69493, -1.14512, -0.97407)
H (0.54853, -2.06841, 1.02662)
H (-0.55371, -2.23667, -0.27232)
H (-1.92737, -0.52497, 0.28935)
H (-1.92830, -1.42237, 1.65864)
H (0.06022, 0.26136, 2.17509)
H (-0.89133, 1.16395, 1.28484)
H (-0.74877, 0.57191, -1.11920)
H (1.94899, 1.47190, -1.58346)
H (0.41858, 2.19091, -2.30138)

The spin multiplicity is 2. As for the HOMO energy (alpha / beta): 4.39 / 0.14 eV. The net charge is -2. The HOMO-LUMO gap (alpha / beta) comes out at 0.102 / 0.258 Eh.


Molecular formula: C4H11N2O
Method: DFT, ωB97M-V/def2-TZVPD

Element x y z (Å)
C (0.55115, 0.65540, -0.14424)
C (1.86491, -0.09936, -0.09573)
C (1.95839, -1.16723, 1.00429)
O (2.90801, -2.09052, 0.86433)
N (-0.60152, -0.21413, -0.43638)
C (-1.90057, 0.33176, -0.11461)
N (-2.55672, 0.89982, -1.29208)
H (0.62277, 1.38854, -0.94360)
H (0.39942, 1.14472, 0.83081)
H (2.62800, 0.62772, 0.17309)
H (2.15174, -0.54716, -1.04227)
H (0.98587, -1.69031, 1.15015)
H (1.98389, -0.67448, 1.99293)
H (-0.46710, -1.12941, -0.03352)
H (-1.82439, 1.13386, 0.62675)
H (-2.49852, -0.47922, 0.29614)
H (-3.11103, 1.70914, -1.05638)
H (-3.09429, 0.20085, -1.77967)

The spin multiplicity is 2. As for the HOMO energy (alpha / beta): -9.04 / -9.04 eV. The HOMO-LUMO gap (alpha / beta) comes out at 0.368 / 0.279 Eh.


Molecular formula: C4H11N2O
Method: DFT, ωB97M-V/def2-TZVPD

Element x y z (Å)
C (-0.31197, -1.25103, -0.83785)
N (-1.42222, -2.11581, -0.35048)
C (-0.05939, 0.01010, -0.00763)
C (-1.22439, 1.01051, 0.01756)
N (1.20912, 0.68102, -0.48032)
C (2.11205, 0.80234, 0.73155)
O (1.77270, 1.68336, 1.63878)
H (0.55873, -1.87202, -0.69179)
H (-0.53701, -0.90774, -1.86375)
H (-2.22055, -1.57215, -0.69922)
H (-1.57855, -2.04621, 0.65551)
H (0.14709, -0.37187, 1.00084)
H (-0.95909, 1.93418, 0.56912)
H (-1.70498, 1.18363, -0.95546)
H (-2.03176, 0.56716, 0.61011)
H (0.87314, 1.59778, -0.75415)
H (3.19695, 0.95342, 0.46731)
H (2.18013, -0.28667, 0.94986)

The spin multiplicity is 2. As for the HOMO energy (alpha / beta): -9.27 / -9.22 eV. The HOMO-LUMO gap (alpha / beta) comes out at 0.377 / 0.267 Eh.


Molecular formula: C4H11N2O
Method: DFT, ωB97M-V/def2-TZVPD

Element x y z (Å)
C (1.83793, -1.94097, -1.19608)
C (-0.24919, -1.69087, 0.01088)
N (0.51421, -1.34906, -0.94917)
H (2.55130, -1.13861, -1.36589)
H (1.80088, -2.57508, -2.08107)
H (2.11908, -2.53319, -0.33143)
H (0.07714, -2.46194, 0.69578)
H (-1.13407, -1.11018, 0.20677)
H (0.22497, -0.65728, -1.63322)
C (-1.94715, 1.48499, 0.65683)
C (-0.49536, 1.34674, 1.01440)
N (0.35881, 2.30636, 0.56829)
O (-0.04205, 0.35733, 1.58623)
H (-2.32694, 2.49774, 0.79083)
H (-2.56406, 0.83082, 1.26525)
H (-2.02262, 1.21564, -0.40012)
H (1.30036, 2.21893, 0.90230)
H (-0.00324, 3.19864, 0.25943)

The spin multiplicity is 1. As for the HOMO energy: -13.83 eV. The net charge is +1. The HOMO-LUMO gap comes out at 0.345 Eh.


Energy above the lowest of the compared OMol25 structures with the same formula, charge and spin for the records above, in order: 188.0, 293.4, 450.2, 421.5, 364.1, 86.8, 158.3, 182.7, 180.9, 78.7, 111.2, 145.1, 128.3 kJ/mol